No. 1
Computed, not measured: a molecular structure, C2H7NOSi2 in a non-equilibrium geometry, with ωB97M-V/def2-TZVPD.

ORCA input file:
```
! wB97M-V def2-TZVPD RIJCOSX def2/J DEFGRID3
* xyz 0 1
C 0.573 -0.252 -0.068
C -0.912 -0.281 -0.589
N 0.613 -1.369 0.767
O 1.459 0.506 -0.445
Si -1.104 -1.777 0.623
Si 1.264 3.188 -0.835
H -1.391 0.782 -0.549
H -0.813 -0.647 -1.680
H 1.416 -1.797 1.115
H -1.338 -1.561 2.028
H -1.218 -2.877 -0.372
H 1.786 3.110 0.669
H -0.334 2.974 -0.664
*
```

Properties
- Max |F|: 2.8 eV/Å
- HOMO: -7.785 eV
- Calculated total energy: -21477.2554 eV
- Energy above the lowest of the compared OMol25 structures with the same formula, charge and spin: 55.5 kcal/mol
- E_LUMO: 0.17 eV


No. 2
Computed, not measured: 6 unconnected molecules or ions with the total composition C45H97N5O6 in a non-equilibrium geometry, with ωB97M-V/def2-TZVPD.

ORCA input file:
```
! wB97M-V def2-TZVPD RIJCOSX def2/J DEFGRID3
* xyz 0 1
C -1.864 1.294 3.635
C -1.604 2.765 3.943
C -2.760 3.405 4.722
C -0.315 2.815 4.768
C 0.946 2.546 3.888
C 0.997 3.477 2.734
C -0.279 3.441 1.894
C -0.177 4.661 0.871
C -0.336 2.125 1.084
N -1.426 3.631 2.728
O -2.602 3.541 1.891
H -1.123 0.808 2.958
H -1.956 0.704 4.526
H -2.827 1.177 3.072
H -2.554 4.483 4.737
H -3.740 3.059 4.380
H -2.815 3.157 5.755
H -0.195 3.824 5.201
H -0.280 2.050 5.532
H 1.900 2.725 4.506
H 1.032 1.479 3.607
H 1.787 3.259 1.986
H 1.235 4.522 3.087
H -1.026 4.775 0.212
H 0.703 4.555 0.275
H -0.106 5.640 1.432
H -1.389 1.845 0.852
H 0.294 1.348 1.519
H 0.218 2.329 0.101
H -3.069 4.295 2.213
C 2.741 -3.059 3.330
C 2.463 -2.171 2.117
C 1.810 -0.959 2.691
C 3.687 -1.768 1.267
C 4.327 -2.917 0.552
C 3.259 -3.493 -0.357
C 1.922 -3.899 0.265
C 0.920 -4.101 -0.881
C 2.171 -5.290 1.035
N 1.508 -2.747 1.194
O 0.261 -3.165 1.754
H 3.337 -3.971 3.123
H 3.445 -2.559 4.063
H 1.859 -3.276 3.930
H 1.043 -0.496 2.055
H 1.305 -1.147 3.639
H 2.536 -0.223 2.935
H 3.341 -1.016 0.551
H 4.395 -1.249 1.936
H 5.136 -2.510 0.028
H 4.650 -3.632 1.292
H 3.502 -4.432 -0.840
H 3.031 -2.764 -1.196
H 1.106 -5.072 -1.337
H 1.027 -3.345 -1.674
H -0.138 -4.020 -0.538
H 1.219 -5.663 1.524
H 3.048 -5.371 1.679
H 2.276 -6.103 0.272
H 0.343 -4.091 2.144
C -4.850 -2.770 4.317
C -4.822 -2.291 2.858
C -5.952 -1.263 2.597
C -3.420 -1.731 2.400
C -3.167 -1.651 0.874
C -3.329 -3.059 0.353
C -4.744 -3.577 0.590
C -5.826 -2.843 -0.182
C -4.865 -5.020 0.235
N -4.974 -3.527 2.082
O -6.287 -3.972 2.365
H -5.738 -3.353 4.538
H -3.950 -3.286 4.586
H -4.827 -1.886 4.905
H -6.941 -1.718 2.363
H -6.056 -0.703 3.575
H -5.750 -0.449 1.902
H -3.304 -0.733 2.748
H -2.652 -2.372 2.808
H -3.743 -0.899 0.356
H -2.108 -1.479 0.780
H -2.602 -3.763 0.714
H -3.138 -3.163 -0.752
H -6.829 -2.986 0.204
H -5.810 -3.228 -1.193
H -5.665 -1.782 -0.217
H -5.738 -5.480 0.589
H -4.053 -5.616 0.671
H -4.764 -5.175 -0.794
H -6.198 -4.870 2.658
C -3.835 1.733 -2.377
C -3.570 0.502 -3.257
C -4.388 -0.728 -2.685
C -4.143 0.832 -4.667
C -3.267 1.787 -5.507
C -1.857 1.118 -5.595
C -1.159 0.840 -4.252
C 0.042 -0.024 -4.525
C -0.697 2.147 -3.490
N -2.145 0.032 -3.487
O -1.519 -0.354 -2.265
H -4.806 1.587 -1.920
H -3.132 1.703 -1.568
H -3.833 2.753 -2.845
H -4.361 -1.588 -3.453
H -3.901 -1.091 -1.780
H -5.419 -0.408 -2.540
H -4.168 -0.190 -5.082
H -5.179 1.160 -4.599
H -3.716 1.899 -6.536
H -3.177 2.742 -5.019
H -1.205 1.748 -6.206
H -2.136 0.150 -6.062
H 0.659 0.504 -5.310
H -0.216 -1.010 -4.851
H 0.609 -0.079 -3.540
H -1.464 2.891 -3.531
H 0.215 2.520 -3.930
H -0.416 1.972 -2.459
H -1.542 0.399 -1.639
C 3.209 2.355 -0.472
C 4.623 1.937 -0.994
C 5.459 1.845 0.226
C 4.468 0.594 -1.808
C 5.762 0.280 -2.460
C 6.179 1.401 -3.406
C 6.243 2.764 -2.746
C 7.583 2.950 -1.846
C 6.305 3.884 -3.766
N 4.991 2.904 -2.042
O 4.983 4.203 -1.420
H 3.338 3.234 0.177
H 2.607 2.655 -1.319
H 2.700 1.510 0.016
H 5.753 2.848 0.681
H 4.954 1.231 1.031
H 6.428 1.306 0.089
H 4.182 -0.204 -1.092
H 3.667 0.571 -2.487
H 6.562 0.093 -1.766
H 5.650 -0.711 -3.057
H 5.418 1.445 -4.183
H 7.156 1.196 -3.947
H 8.422 3.333 -2.408
H 7.880 1.999 -1.436
H 7.409 3.697 -1.044
H 6.545 4.826 -3.194
H 5.378 4.061 -4.357
H 7.224 3.587 -4.333
H 4.249 4.603 -1.881
O 1.019 -0.560 -1.130
H 0.851 -1.171 -0.383
H 0.433 -0.791 -1.858
*
```

Properties
- Max |F|: 3.9 eV/Å
- HOMO: -8.252 eV
- SMILES string: CC1(C)CCCC(C)(C)N1O.CC1(C)CCCC(C)(C)N1O.CC1(C)CCCC(C)(C)N1O.CC1(C)CCCC(C)(C)N1O.CC1(C)CCCC(C)(C)N1O.O
- Calculated total energy: -67966.4829 eV
- Energy above the lowest of the compared OMol25 structures with the same formula, charge and spin: 63.8 kcal/mol
- E_LUMO: 0.54 eV


No. 3
Computed, not measured: a molecular structure, C30H19Cl3CrN7O2Se, with ωB97M-V/def2-TZVPD.

ORCA input file:
```
! wB97M-V def2-TZVPD RIJCOSX def2/J DEFGRID3
* xyz 0 4
Cr -0.961 -0.489 -1.047
Cl -5.346 -3.681 3.092
C -4.593 -3.042 1.672
C -3.455 -2.257 1.816
C -2.836 -1.741 0.694
N -1.725 -0.844 0.706
C -1.914 0.244 1.535
O -2.196 0.228 2.712
C -1.866 1.545 0.779
C -2.067 2.765 1.399
C -2.108 3.904 0.613
C -1.945 3.782 -0.761
C -1.729 2.528 -1.300
N -1.699 1.432 -0.543
C -3.344 -2.007 -0.588
C -4.483 -2.786 -0.722
C -5.103 -3.303 0.409
Cl -6.522 -4.271 0.203
N -2.552 -1.502 -1.642
C -2.362 -2.355 -2.702
O -3.208 -2.904 -3.374
C -0.906 -2.721 -2.853
C -0.460 -3.580 -3.833
C 0.850 -4.033 -3.768
C 1.650 -3.629 -2.713
C 1.136 -2.739 -1.787
N -0.111 -2.276 -1.863
H -3.062 -2.053 2.800
H -2.194 2.786 2.473
H -2.269 4.876 1.060
H -1.976 4.647 -1.407
H -1.566 2.389 -2.361
H -4.889 -2.992 -1.700
H -1.152 -3.896 -4.601
H 1.235 -4.708 -4.521
H 2.670 -3.970 -2.611
H 1.742 -2.392 -0.961
Se 0.924 0.458 -3.146
N 2.551 -0.357 -3.051
C 2.970 -0.277 -1.787
C 4.193 -0.737 -1.288
C 4.487 -0.593 0.078
C 3.602 -0.032 0.943
N 2.376 0.404 0.470
C 2.021 0.249 -0.814
N 0.790 0.524 -1.275
H 4.901 -1.194 -1.964
H 5.437 -0.938 0.463
H 3.770 0.110 1.998
Cl 1.524 1.149 4.517
C 2.155 2.379 3.464
C 2.728 3.504 4.042
C 3.243 4.503 3.235
C 3.184 4.380 1.853
C 2.608 3.256 1.291
C 2.086 2.235 2.083
C 1.451 1.047 1.407
H 2.767 3.583 5.120
H 3.692 5.377 3.687
H 3.587 5.157 1.218
H 2.564 3.149 0.212
H 0.614 1.396 0.812
H 1.088 0.315 2.125
*
```

Properties
- Max |F|: 0.7 eV/Å
- HOMO (alpha / beta): -6.224 / -6.317 eV
- ⟨S²⟩: 3.799
- Calculated total energy: -177280.1922 eV
- E_LUMO (alpha / beta): -0.65 / -0.79 eV